No. 1
80
Properties=species:S:1:pos:R:3:forces:R:3 method="wB97M-V/def2-TZVPD" total_charge=-1 energy_ev=-50230.971 fmax_ev_per_a=0.85 homo_ev=-4.74 mol_weight_g_mol=462.61
H -2.7087 -0.3249 1.4652 0.0 -0.1 0.0
C -0.5601 1.0304 1.4562 0.1 0.3 -0.5
O 4.7756 -4.3592 -0.3016 -0.1 -0.1 0.1
C 1.2195 -2.3441 0.4782 0.0 0.0 0.1
C -3.9033 1.2383 -1.4226 0.0 -0.4 0.0
H 3.3375 -4.0207 -1.7804 -0.1 0.1 0.1
H 2.8489 -3.5331 1.2238 0.1 0.0 0.1
H -6.5527 2.0404 -3.5125 -0.1 -0.1 -0.1
H 0.0482 3.5695 4.8317 0.0 0.0 0.0
O 4.9623 -8.6600 -0.1137 0.2 -0.1 0.2
H -1.5923 1.7281 -0.2706 -0.1 0.0 -0.1
C -5.1918 1.0214 -2.2058 -0.1 0.3 0.0
H 0.2131 -4.7571 0.3839 -0.1 0.1 0.1
H -0.7995 0.6096 2.4329 0.0 0.0 0.1
H -3.9745 2.1712 -0.8648 0.1 0.2 0.0
C 0.3526 -1.3682 1.2789 0.1 0.1 -0.4
H 4.2879 -5.4735 -1.9876 0.1 0.1 -0.1
C 3.7906 -4.8555 -1.2267 0.1 -0.3 -0.2
H -0.1772 -7.4378 -1.4940 -0.2 0.2 0.0
H -5.1746 0.0332 -2.6664 -0.1 -0.1 0.0
H 6.8049 -2.5790 -2.3245 0.0 0.1 0.0
H 6.2483 -3.0471 0.0171 0.0 0.0 0.1
H 2.5730 5.5075 2.9954 0.0 0.0 0.0
H -3.5231 5.0787 -4.3416 0.1 0.0 0.0
C -5.4845 2.0681 -3.2874 0.1 0.0 0.0
O 1.7249 -8.0216 -2.8783 -0.1 -0.1 -0.1
H -4.6016 -0.3729 -0.2041 0.0 -0.1 0.0
C 0.2141 0.0031 0.6104 -0.3 -0.5 0.3
H 0.3129 5.7492 5.9772 0.0 0.0 0.0
H 0.6049 -2.7331 -0.3355 0.1 0.0 -0.2
H -6.3999 4.1203 -4.5484 -0.1 0.0 0.0
C -3.6408 0.0943 -0.4340 -0.1 0.0 0.2
C 1.7611 -3.5320 1.2968 -0.3 0.0 0.0
H 5.5972 -3.7234 -2.8917 -0.1 -0.1 0.0
C -5.1246 3.5037 -2.9134 0.0 -0.3 0.0
C 4.0918 -7.9931 0.3170 -0.2 0.0 -0.2
H 1.6643 3.7289 5.4993 0.0 0.0 0.0
C 5.5153 -3.2618 -0.7634 0.2 0.1 0.1
H -3.0694 1.3180 -2.1221 0.1 0.2 0.0
H -4.3350 4.3843 -5.7371 0.1 0.0 -0.1
N 3.1869 -7.3342 0.7558 0.2 0.1 -0.4
H -0.3245 -0.1630 -0.3258 0.1 0.1 -0.2
H -3.8123 1.0199 1.4723 0.0 0.0 0.1
C -4.4711 5.0359 -4.8756 -0.1 -0.2 0.0
C 2.6757 4.4172 3.0576 0.1 0.0 0.0
C 0.9817 4.1247 4.7380 0.0 0.0 0.1
C 0.7252 5.6033 4.9781 0.0 0.0 -0.1
H -4.9681 1.7998 -4.2133 0.1 0.0 -0.1
C -3.0172 0.5476 0.8900 -0.2 0.2 -0.2
Al 2.4131 -5.9635 -0.2955 -0.4 0.4 0.7
H 2.8535 4.0576 2.0441 0.0 0.0 0.0
H 0.9894 -5.5130 1.7584 0.0 -0.1 0.0
H 0.0139 5.9910 4.2476 0.0 0.0 0.0
H 0.5589 -5.9165 -2.8584 -0.3 0.1 0.2
H -4.6800 6.0405 -5.2367 -0.1 0.0 -0.1
O 1.4507 3.8212 3.4395 -0.1 0.0 -0.1
H -6.0250 1.0297 -1.4974 0.0 -0.1 0.1
C 1.1819 -4.8999 0.8738 0.3 -0.1 -0.2
H 3.9811 2.9648 3.9753 0.0 0.0 0.0
C 6.2620 -3.4896 -2.0648 0.1 0.1 0.0
H 4.8745 -2.3715 -0.8449 -0.1 0.0 -0.1
H -0.6511 -1.7928 1.3576 0.0 -0.1 0.4
C 3.8519 4.0472 3.9450 0.0 0.0 0.0
H -5.5546 3.7271 -1.9347 -0.1 0.0 0.0
H 1.6387 6.1955 4.9077 0.0 0.0 0.0
P 1.0594 -6.9664 -2.0249 0.7 -0.4 -0.3
C -1.8391 1.5297 0.7725 0.2 -0.2 0.3
C -5.5855 4.5318 -3.9534 0.3 0.3 0.3
H -5.9823 5.3951 -3.4182 -0.1 0.0 0.0
H 0.0761 1.9016 1.6174 0.1 0.0 0.2
H 0.7688 -1.2399 2.2794 0.0 0.0 0.1
H 2.0435 -1.7817 0.0332 0.1 0.0 -0.1
H 1.5210 -3.3471 2.3477 0.1 0.1 0.1
H -3.0282 -0.6849 -0.8890 0.1 0.0 -0.1
H 1.2119 0.3678 0.3699 0.0 0.1 -0.1
H 6.9904 -4.2903 -1.9492 0.0 -0.1 0.0
H 4.7655 4.4949 3.5523 0.0 0.0 0.0
H -4.0442 3.5730 -2.7845 0.1 0.1 0.0
H 3.7227 4.4018 4.9686 0.0 0.0 0.0
H -2.1091 2.4934 1.2060 -0.1 0.1 0.0

---

No. 2
84
Properties=species:S:1:pos:R:3:forces:R:3 method="wB97M-V/def2-TZVPD" multiplicity=2 total_charge=+3 s_squared=0.939 energy_ev=-124344.619 fmax_ev_per_a=2.65 homo_ev="-17.29 / -17.05" mol_weight_g_mol=775.05
Si 1.3478 -2.3868 -2.2530 -0.1 0.0 0.2
H -2.6420 -1.2332 -4.3603 -0.1 0.1 0.2
H 0.9186 -4.0588 -4.0335 0.2 -0.2 0.1
H 4.1587 0.0198 1.6971 0.0 0.1 0.0
H 1.2766 3.0305 4.0386 -0.1 -0.1 -0.1
H -2.6632 -3.5299 0.9278 0.1 0.0 -0.2
C 0.2506 -2.6179 4.3583 0.0 0.4 -0.4
H -2.3241 -2.5045 2.3075 0.0 0.1 0.1
H 0.8295 -2.6876 0.1944 0.0 0.1 0.0
H 4.7293 1.6721 1.4639 -0.1 -0.1 0.0
H -0.5542 4.7694 0.6835 -0.1 -0.2 0.0
H 1.6533 -4.1033 -0.4515 0.2 -0.1 0.0
H 0.0591 4.3109 2.4943 -0.1 -0.1 -0.1
H -2.3764 -1.8809 -1.7423 0.1 -0.1 0.1
Si -1.2668 0.8640 -4.0161 -0.2 0.4 -0.1
H 2.1341 -3.3860 3.6619 0.1 0.0 0.0
H 0.2775 4.4304 -1.4765 0.0 -0.1 0.1
H 3.4332 -1.1456 -1.5858 0.0 0.0 0.1
C -0.2903 3.2794 2.5807 0.1 0.2 0.5
O 1.2811 2.9395 -0.4337 -0.5 -1.3 0.6
C -3.3629 -1.5379 -1.4179 -0.3 0.2 0.7
C -2.6231 1.9465 -3.2373 0.7 -0.5 -0.1
C -0.5054 -0.7398 3.0565 -0.5 0.0 0.3
H 0.0336 2.0428 -5.7876 -0.2 0.0 -0.2
H -3.6253 -0.6637 -2.0075 -0.1 0.1 0.0
C 0.2509 1.7279 -4.7690 -0.6 -0.4 0.5
H 3.5190 2.2210 3.3561 -0.2 0.0 -0.1
O -0.6749 2.7896 1.2926 0.1 -0.2 0.0
H 2.3433 -1.7447 1.8388 0.0 0.0 -0.1
C 0.0694 -3.5908 5.4584 0.0 -0.2 0.2
Ir 0.6022 0.7479 0.5715 2.5 0.6 -0.8
H -1.8650 3.8064 -0.0346 0.1 0.1 0.0
Si -3.3460 -1.1494 0.4454 0.8 0.5 0.0
C -4.6347 0.0699 1.1038 0.5 -0.6 -0.4
H 2.6055 3.6028 -1.8915 -0.1 -0.1 0.0
H 2.6915 0.6511 3.3600 0.0 0.1 0.0
C 3.8328 1.0505 1.5329 0.2 0.0 0.4
C -0.6904 -1.6133 4.1088 0.4 0.1 -0.1
H -1.1247 -1.3326 -5.2470 0.1 0.0 0.0
H -1.2432 0.0223 2.8430 0.0 0.0 -0.1
C -3.0367 -2.6910 1.5102 -0.2 0.6 -0.5
C -0.8176 3.7862 0.2832 0.0 0.3 -0.4
C 0.0853 3.4968 -0.9336 -0.9 0.1 0.0
C 0.5420 -3.0590 -3.8318 0.3 0.5 0.6
C 3.1288 -1.7485 -2.4399 -0.7 -0.1 0.1
H 0.0988 -3.0804 6.4225 0.0 0.0 0.0
C 1.4784 -1.7310 2.4886 0.5 -0.3 -0.1
H -1.5674 -1.5253 4.7303 -0.1 0.1 0.0
C 0.8206 2.4445 3.2307 -0.7 0.2 0.3
H 1.9876 1.9296 -2.0993 0.0 0.2 0.0
H -1.1754 3.2629 3.2267 0.2 0.1 0.0
C 1.3633 -2.6466 3.5143 -0.2 0.2 0.0
H -2.4211 -0.3320 -5.8405 -0.1 0.3 -0.1
H -0.5400 -3.1384 -3.7507 -0.1 0.0 0.1
H 3.8655 3.0165 0.0568 0.0 -0.2 0.0
H -4.3509 0.4722 2.0731 0.1 -0.1 0.2
C 2.3107 2.6874 -1.3631 0.7 -0.5 0.0
H -4.0845 -2.3149 -1.6581 0.0 -0.2 -0.1
H -2.2413 2.7512 -2.6164 0.1 0.1 0.0
H -0.9078 -4.0689 5.3903 0.0 0.0 0.0
H 0.8405 -4.3548 5.4478 0.0 -0.1 0.0
H -3.9622 -3.0194 1.9750 -0.2 0.0 0.1
H -0.0492 -3.8565 -0.7800 -0.1 0.0 -0.1
H 0.5450 2.6170 -4.2155 -0.1 0.1 0.1
C -1.9167 -0.6599 -4.9329 0.5 0.3 0.7
N 0.5534 -0.7977 2.2422 -0.3 0.9 -1.7
C 0.9040 -3.3457 -0.6686 0.2 0.4 -0.6
H -5.5935 -0.4202 1.2325 -0.2 -0.1 0.0
F -1.8738 -0.2401 0.4938 -1.3 -0.6 0.1
H -3.2107 2.4094 -4.0296 0.0 0.0 -0.3
H -0.3931 2.7707 -1.6107 0.2 0.2 0.1
C 3.5025 2.1842 -0.5549 0.1 0.2 -0.3
H 1.1077 1.0597 -4.8197 0.1 -0.2 0.0
H 3.8376 -2.5691 -2.5362 0.0 -0.2 0.0
H 0.4194 1.5203 3.6657 0.2 0.1 0.0
H 4.2987 1.8604 -1.2375 -0.1 0.2 0.1
H -4.7903 0.9142 0.4382 0.1 0.1 -0.2
H 0.7852 -2.4528 -4.7016 0.1 0.1 0.0
C 2.9577 1.5129 2.7339 0.5 -0.5 0.1
O 3.1440 1.0733 0.2837 -0.6 0.1 -0.1
O 1.7844 2.1261 2.2409 -0.8 -0.5 -0.9
As 0.1664 -0.1519 -1.7197 -0.1 -0.2 1.6
H 3.2318 -1.1397 -3.3362 -0.1 0.0 -0.1
H -3.3123 1.3608 -2.6343 0.0 -0.1 0.0